Entry 1:
{"formula": "B2F8Sn", "method": "ωB97M-V with the def2-TZVPD basis set", "e_lumo_ev": -5.287, "gap_ev": 6.8, "homo_ev": -12.12, "energy_ev": -28932.456, "multiplicity": 1, "species": ["Sn", "B", "F", "F", "F", "F", "B", "F", "F", "F", "F"], "coordinates": [[1.273902, -0.698105, 1.449524], [0.189153, -2.062322, -1.611247], [0.266449, -2.698476, -0.375834], [-0.805760, -2.440288, -2.454699], [-0.004141, -0.699337, -1.258611], [1.448823, -2.160333, -2.195112], [-0.481453, 2.131112, 1.311726], [-0.969339, 3.450270, 1.188483], [-1.084230, 1.431963, 2.375066], [-0.731732, 1.549233, 0.092251], [0.898328, 2.196284, 1.478454]], "atomic_forces_ev_per_a": [[-2.2, 1.2, -2.5], [0.6, 1.1, -2.0], [0.1, -0.8, 2.5], [-0.2, -0.6, 0.4], [0.4, 1.0, 1.3], [0.3, -0.2, 0.0], [-2.4, 2.8, -1.0], [0.3, -0.6, 0.9], [0.8, -0.7, 0.0], [0.3, -1.7, -0.2], [2.1, -1.6, 0.7]], "mulliken_charge": [1.66, 0.52, -0.40, -0.31, -0.27, -0.36, 0.45, -0.36, -0.36, -0.22, -0.35]}

Entry 2:
{"formula": "C3H10N4O", "method": "ωB97M-V with the def2-TZVPD basis set", "e_lumo_ev": 0.652, "gap_ev": 10.0, "homo_ev": -9.34, "energy_ev": -11281.226, "multiplicity": 1, "species": ["C", "N", "C", "N", "H", "H", "H", "H", "H", "H", "N", "C", "N", "O", "H", "H", "H", "H"], "coordinates": [[1.243863, -0.430577, -0.813922], [1.243397, 0.775789, 0.023715], [1.756709, 1.816748, -0.457020], [2.443636, 1.895448, -1.703205], [0.407582, -0.382582, -1.514713], [1.072706, -1.303959, -0.188582], [2.156697, -0.531649, -1.396942], [1.761110, 2.761401, 0.091283], [2.254836, 2.773484, -2.177513], [3.449781, 1.962580, -1.557021], [-1.372284, -1.495966, 1.972971], [-1.810587, -1.070845, 0.752113], [-1.650049, 0.283243, 0.492088], [-2.350761, -1.848814, -0.024230], [-1.475244, -2.482459, 2.162396], [-0.694260, -0.957831, 2.478239], [-0.663307, 0.561877, 0.470845], [-2.174039, 0.503299, -0.346635]], "atomic_forces_ev_per_a": [[0.1, 0.0, 0.0], [-0.2, 0.0, -0.3], [0.6, 0.6, 0.0], [0.4, 0.1, -0.6], [0.0, 0.0, 0.0], [0.1, 0.0, 0.1], [0.0, -0.1, 0.1], [-0.4, -0.2, 0.4], [-0.4, 0.0, 0.1], [0.0, -0.4, 0.2], [0.1, -0.1, 0.0], [-0.3, -0.9, -0.4], [0.1, -0.1, 0.0], [-0.2, 0.4, 0.3], [0.3, 0.2, -0.1], [-0.1, 0.1, 0.2], [-0.5, 0.3, 0.2], [0.4, 0.1, 0.0]], "mulliken_charge": [-0.89, -0.46, 0.08, -0.62, 0.32, 0.28, 0.39, 0.34, 0.27, 0.23, -0.39, 0.55, -0.53, -0.64, 0.23, 0.22, 0.34, 0.28]}